Entry from the Open Molecules 2025 dataset: a structure of composition C4H5F3NO3 in a non-equilibrium geometry (ωB97M-V/def2-TZVPD).

The calculation puts the LUMO energy at 3.8 eV. The total charge is -1. The HOMO-LUMO gap is 8.06 eV. The relative energy (zero: lowest compared OMol25 entry of this formula, charge and spin) is 18.5 kcal per mole. As for the spin multiplicity: 1.

Positions of all 16 atoms, in Å:
C  0.67  2.07  0.32
H  -0.95  0.87  1.37
H  -0.99  2.14  -0.99
O  0.66  2.72  -0.75
F  0.76  -2.43  1.51
H  -0.49  -0.64  -2.00
H  1.23  -0.46  0.50
C  -0.54  1.08  0.39
C  -0.24  -1.95  0.75
F  -0.57  -3.00  -0.10
N  0.32  -0.85  -1.43
O  1.44  2.07  1.29
F  -1.27  -1.86  1.56
C  0.33  -0.73  -0.02
O  -1.40  1.29  -0.57
H  1.05  -0.32  -1.83

Here is what Löwdin gives for the atomic charges, in e: -0.713, 0.108, 0.123, -0.065, 0.097, 0.074, 0.106, -0.222, -0.591, 0.055, 0.043, -0.036, 0.150, -0.128, -0.062, 0.061


Entry from the Open Molecules 2025 dataset: a cluster of 3 separate species, C4H13NO2 in total in a non-equilibrium geometry (ωB97M-V/def2-TZVPD).

The calculation puts the LUMO energy at 0.6 eV. The total charge is 0. The HOMO-LUMO gap is 9.02 eV. The relative energy (zero: lowest compared OMol25 entry of this formula, charge and spin) is 36.0 kcal per mole. As for the spin multiplicity: 1. The structure (SMILES) is C=C(C)NC.O.O.

Positions of all 20 atoms, in Å:
O  -2.15  -2.28  -1.46
H  1.75  1.44  -1.57
H  1.03  0.46  2.58
H  0.34  1.91  0.94
C  0.91  -0.31  1.82
C  1.22  -0.95  -0.60
C  0.98  0.04  0.53
O  -3.33  0.45  1.01
N  0.48  1.33  0.13
H  0.38  -1.30  -1.19
H  0.68  2.84  -1.27
H  -3.09  -0.44  1.25
H  1.14  -1.33  2.10
H  1.91  -0.50  -1.31
H  -1.32  -1.91  -1.77
H  -4.20  0.31  0.61
H  2.14  2.60  -0.31
H  1.64  -1.80  -0.06
H  -1.83  -2.63  -0.60
C  1.30  2.07  -0.81

Here is what Löwdin gives for the atomic charges, in e: -0.067, 0.061, 0.054, 0.103, 0.023, -0.034, -0.404, -0.066, -0.052, 0.048, 0.080, 0.021, 0.046, 0.064, 0.000, 0.036, 0.085, 0.078, 0.050, -0.125


Entry from the Open Molecules 2025 dataset: the molecule C4H6N2O in a non-equilibrium geometry (ωB97M-V/def2-TZVPD).

The calculation puts the LUMO energy (alpha / beta) at 0.0 / -0.1 eV. The total charge is 0. The HOMO-LUMO gap (alpha / beta) is 8.05 / 8.12 eV. The relative energy (zero: lowest compared OMol25 entry of this formula, charge and spin) is 144.6 kcal per mole. As for the spin multiplicity: 1.

Positions of all 13 atoms, in Å:
C  -0.05  -1.59  -0.64
H  -1.48  -0.61  0.77
C  -0.33  -0.88  0.60
H  -1.01  2.82  0.58
N  -1.14  1.84  0.09
H  -0.62  -1.44  -1.51
O  0.13  1.41  -0.40
H  -1.73  1.84  -0.76
C  2.03  0.18  0.18
N  3.17  0.10  -0.04
H  0.42  -2.54  -0.68
H  0.01  -1.37  1.62
C  0.61  0.24  0.19

Here is what Löwdin gives for the atomic charges, in e: 0.031, 0.143, -0.256, 0.145, 0.020, 0.053, -0.140, 0.097, -0.181, 0.151, 0.058, 0.146, -0.267


Entry from the Open Molecules 2025 dataset: a structure of composition C21H68AsF6O13 in a non-equilibrium geometry (ωB97M-V/def2-TZVPD).

The calculation puts the LUMO energy at 2.0 eV. The total charge is -1. The HOMO-LUMO gap is 8.98 eV. The relative energy (zero: lowest compared OMol25 entry of this formula, charge and spin) is 0.0 kcal per mole. As for the spin multiplicity: 1.

Positions of all 109 atoms, in Å:
H  -1.69  -3.08  -1.22
O  5.43  0.60  0.62
H  -3.94  -1.86  -4.44
H  -2.55  2.24  1.34
H  1.92  3.16  1.18
H  1.28  6.08  -1.04
H  -1.60  3.38  -3.38
O  3.28  -0.95  4.87
H  -4.13  -2.75  1.94
H  -3.90  2.25  -2.56
O  -1.69  2.39  1.73
H  -3.13  -4.24  4.10
O  4.04  -1.66  2.27
H  -6.14  1.67  2.57
H  -4.57  -0.79  0.06
H  -1.39  1.62  -2.99
H  -4.75  3.17  1.17
H  2.91  0.67  2.65
H  -5.91  1.69  0.09
H  -5.87  0.02  2.22
O  1.67  5.85  1.71
C  5.64  -1.23  -2.28
H  1.70  -1.51  2.92
H  -1.91  -3.14  1.03
O  -3.83  -3.94  3.52
H  2.86  3.98  2.40
H  -2.68  -4.01  -2.12
C  -4.25  0.25  -0.08
H  3.67  1.41  4.06
H  6.05  0.06  1.11
C  1.22  -1.07  3.80
C  -3.33  -2.99  2.64
C  4.22  -1.63  -2.17
C  2.74  0.99  3.68
H  2.24  4.68  -1.39
H  4.17  -2.67  -2.50
H  6.56  -3.06  -1.64
H  -4.22  0.48  -1.14
H  -2.10  -2.30  4.23
H  2.97  2.34  -3.73
C  -2.25  -3.76  1.86
H  3.81  -1.50  -1.17
C  6.57  -2.01  -1.37
H  -3.72  4.35  -3.82
H  0.42  -0.40  3.51
O  2.44  1.55  -3.59
C  -3.48  2.28  -3.56
C  1.64  5.14  -0.61
O  -3.86  1.14  -4.21
H  -3.27  0.47  -3.86
O  0.94  -4.19  1.18
H  -3.36  -2.50  -1.42
H  -2.26  -1.11  2.86
H  -1.10  -2.47  -3.36
O  -4.22  2.48  0.76
H  -3.21  0.23  0.26
H  3.93  -0.47  5.39
H  -3.76  3.48  -5.30
C  2.43  5.18  0.71
H  -4.57  0.88  2.72
H  6.15  -1.98  -0.36
H  -1.61  2.17  -4.56
F  -0.81  -0.01  -0.71
H  1.08  -4.61  2.03
F  2.47  -0.47  0.59
C  -1.96  2.37  -3.54
H  3.36  -1.35  1.67
H  -1.46  -4.08  2.54
O  1.63  -3.85  -1.38
H  3.70  3.51  0.86
C  -2.77  -1.84  3.50
C  -5.05  1.34  0.67
H  3.30  5.77  0.44
H  -1.10  1.80  1.25
F  0.17  -1.58  0.98
H  1.24  -4.17  -0.57
C  -2.50  -2.95  -1.93
C  -5.43  1.01  2.07
As  0.77  -0.19  0.00
C  2.77  3.83  1.33
H  0.77  5.52  1.73
H  -3.57  -1.37  4.07
H  -3.34  -3.52  -4.49
C  -4.10  3.43  -4.27
H  2.13  1.62  -2.69
H  3.71  -1.42  3.14
H  0.87  4.37  -0.50
F  1.15  -1.33  -1.35
H  6.04  -1.34  -3.29
H  4.61  0.53  1.10
O  5.83  0.15  -2.07
C  -2.15  -2.22  -3.21
C  2.20  -0.09  4.50
H  -1.59  -0.58  -2.32
H  0.90  -1.85  4.49
H  3.53  -1.21  -2.90
H  5.60  0.22  -1.15
H  1.73  0.33  5.38
H  -2.52  -2.17  -5.34
H  7.60  -1.65  -1.40
F  0.39  0.99  1.29
H  1.98  1.77  3.74
H  -2.68  -4.65  1.40
H  -5.19  3.34  -4.31
O  -2.24  -0.83  -2.99
H  0.58  -3.33  1.39
H  1.45  -2.90  -1.37
F  1.27  1.13  -1.12
C  -3.04  -2.48  -4.44

These are the Löwdin partial charges, in e, on atoms 1 to 99: 0.058, -0.034, 0.076, -0.032, 0.064, 0.078, 0.077, -0.075, 0.132, 0.119, -0.075, 0.085, -0.055, 0.079, 0.072, 0.063, 0.104, 0.056, 0.134, 0.077, -0.067, -0.531, 0.048, 0.050, -0.065, 0.075, 0.079, -0.015, 0.096, 0.053, -0.033, -0.493, -0.056, -0.064, 0.071, 0.084, 0.076, 0.067, 0.073, 0.024, -0.052, 0.066, -0.060, 0.078, 0.076, -0.056, -0.559, -0.054, -0.044, 0.036, -0.045, 0.075, 0.072, 0.139, -0.071, 0.066, 0.098, 0.082, -0.485, 0.081, 0.070, 0.090, -0.237, 0.057, -0.262, -0.034, -0.034, 0.073, -0.078, 0.083, -0.037, -0.466, 0.128, -0.037, -0.258, -0.032, -0.046, -0.066, 1.006, -0.047, 0.088, 0.074, 0.072, -0.065, -0.022, -0.022, 0.072, -0.258, 0.132, 0.011, -0.062, -0.456, -0.477, 0.051, 0.086, 0.082, 0.014, 0.134, 0.079


Entry from the Open Molecules 2025 dataset: a cluster of 2 separate species, C3H8NS in total in a non-equilibrium geometry (ωB97M-V/def2-TZVPD).

The calculation puts the LUMO energy (alpha / beta) at -6.3 / -6.2 eV. The total charge is +1. The HOMO-LUMO gap (alpha / beta) is 5.63 / 5.72 eV. The relative energy (zero: lowest compared OMol25 entry of this formula, charge and spin) is 69.7 kcal per mole. As for the spin multiplicity: 1.

Positions of all 13 atoms, in Å:
H  -1.89  -1.20  -0.79
C  -0.64  -0.30  0.64
H  -2.47  0.36  -0.21
H  2.07  -0.55  -1.70
C  2.23  0.19  -0.94
N  -1.05  -0.73  1.78
H  2.58  -0.12  0.03
S  1.99  1.77  -1.34
H  2.30  2.33  -0.16
C  -1.57  -0.19  -0.49
H  -0.41  -0.83  2.56
H  -1.12  0.29  -1.35
H  -2.01  -1.01  1.97

Here is what Löwdin gives for the atomic charges, in e: 0.091, -0.177, 0.086, 0.046, -0.264, 0.085, 0.040, 0.974, -0.050, -0.120, 0.111, 0.046, 0.132